# 1
ORCA calculation (ωB97M-V/def2-TZVPD) on a cluster of 2 separate species, C10H16 in total.

```
26
Properties=species:S:1:pos:R:3:forces:R:3:mulliken_charge:R:1
C -0.728190 -2.661897 -0.667571 -0.5 -2.2 0.8 -1.49
C -1.678413 0.279922 1.600299 -1.4 0.3 -0.5 -0.42
C -1.656560 -0.654130 0.551249 0.2 0.1 -1.2 -0.31
C -0.788558 0.152998 2.632784 1.1 -1.8 0.6 -0.58
C -0.766621 -1.747055 0.536287 0.3 0.2 0.0 1.01
C 0.087283 -0.933440 2.658279 -0.9 -1.8 -3.9 -0.46
C 0.157861 -1.944382 1.574467 -2.2 3.2 1.8 -0.66
H -2.462509 1.057729 1.748467 0.7 -0.6 -0.8 0.30
H -2.192192 -0.548407 -0.439250 0.0 0.2 1.6 0.22
H -0.783255 0.730751 3.541966 -0.3 0.5 -0.1 0.42
H 0.655574 -1.072158 3.494597 1.6 -0.3 2.0 0.49
H -0.503586 -3.716773 -0.350327 -0.3 0.8 0.2 0.38
H 0.150238 -2.479363 -1.246081 0.3 0.7 -1.0 0.32
H 0.730757 -2.847841 1.614653 0.5 -0.1 0.2 0.42
H -1.662928 -2.815807 -1.257075 0.7 0.9 0.3 0.39
C 0.600310 1.336958 -1.272699 2.2 -0.7 0.9 0.48
C 1.407023 2.368181 -0.469940 -0.9 -1.5 3.7 -1.17
C 1.054466 1.423293 -2.698640 -0.7 -1.8 -1.4 -1.37
H 0.711924 0.364261 -0.662988 -0.6 1.1 -1.6 -0.14
H -0.377520 1.722152 -1.342512 -1.6 -0.1 0.9 0.17
H 1.246703 2.057829 0.628079 -1.1 1.0 -1.0 0.23
H 2.012767 0.936369 -2.845293 0.8 1.1 -0.1 0.35
H 1.055470 3.368188 -0.615033 0.2 0.7 0.0 0.34
H 2.451186 2.289697 -0.198390 1.0 0.0 -1.9 0.38
H 0.486366 0.914652 -3.495088 -0.6 -0.7 0.7 0.37
H 0.792405 2.418273 -3.020239 1.4 0.9 -0.1 0.36
```
Positions in Å, forces in eV/Å.

As for the SMILES: Cc1ccccc1.CCC. As for the HOMO energy: -9.04 eV.

# 2
ORCA calculation (ωB97M-V/def2-TZVPD) on a cluster of 2 separate species, C10H16 in total.

```
26
Properties=species:S:1:pos:R:3:forces:R:3:mulliken_charge:R:1
C 0.640844 1.167378 2.148206 -1.0 1.3 -0.2 -1.37
C 0.972081 0.324486 -0.159743 0.0 -1.4 -0.9 -0.19
C 0.458353 1.309767 0.645044 1.5 0.2 0.8 0.78
C 0.738350 0.270205 -1.536647 -0.4 1.5 1.3 -0.61
C -0.014582 2.497168 0.073698 -0.6 -1.0 0.7 -0.32
C 0.182054 1.424769 -2.075384 -0.8 0.0 -0.3 -0.36
C -0.198499 2.548845 -1.294510 1.2 -0.3 -0.1 -0.64
H 1.520594 -0.537010 0.212622 -0.3 0.1 0.6 0.35
H 0.917640 -0.674054 -2.027869 0.2 0.3 -0.6 0.42
H 1.696198 1.024695 2.434585 -0.6 -0.3 0.0 0.29
H -0.079370 0.438706 2.546456 0.7 -0.3 0.0 0.27
H -0.304788 3.258977 0.804397 0.0 0.1 -0.7 0.27
H -0.083399 1.401148 -3.114070 0.1 0.3 -0.5 0.36
H -0.457307 3.512137 -1.722017 -0.4 -0.4 -0.3 0.35
H 0.267093 2.118186 2.570560 0.5 -0.3 0.2 0.40
C -0.484464 -2.919119 0.064679 0.1 -0.5 0.4 -0.11
C -0.237191 -3.008333 1.574455 0.6 1.5 0.6 -1.12
C -1.550493 -1.900524 -0.310411 0.2 0.1 0.4 -1.07
H -0.745488 -3.896300 -0.350753 -0.2 -0.1 0.3 0.41
H 0.519169 -2.762085 -0.372760 -0.5 0.5 -0.1 0.14
H 0.212364 -2.059325 1.992442 0.0 -0.7 -0.9 0.16
H -1.085469 -3.059803 2.259884 -0.4 -0.7 -0.5 0.36
H -1.683068 -1.824962 -1.377632 0.4 0.5 -0.5 0.31
H 0.488711 -3.788379 1.762553 0.0 -0.3 0.4 0.35
H -1.321814 -0.950239 0.193327 -0.2 -0.1 -0.6 0.13
H -2.552551 -2.184642 -0.005650 -0.1 -0.4 0.6 0.45
```
Positions in Å, forces in eV/Å.

As for the SMILES: Cc1ccccc1.CCC. As for the HOMO energy: -8.98 eV.

# 3
ORCA calculation (ωB97M-V/def2-TZVPD) on a cluster of 2 separate species, C10H16 in total.

```
26
Properties=species:S:1:pos:R:3:forces:R:3:mulliken_charge:R:1
C 1.533333 -0.907692 -1.830551 -2.7 1.5 0.0 0.86
C 1.470809 -2.442418 -1.761217 -1.2 -0.2 0.7 -1.30
C 2.860145 -0.310370 -1.764080 3.6 2.5 2.3 -1.13
H 1.030672 -0.389691 -2.727699 0.4 -1.6 0.8 0.24
H 0.909212 -0.428545 -0.994382 0.9 -1.4 -1.1 -0.65
H 1.852148 -2.933768 -0.835227 -0.2 0.9 -0.4 0.27
H 3.463605 -0.533536 -2.684371 0.0 -0.2 1.3 0.33
H 1.790341 -3.074954 -2.556481 1.4 0.3 -1.1 0.41
H 0.431423 -2.732733 -1.859001 -0.7 0.1 0.7 0.36
H 2.949049 0.864288 -1.669794 -0.9 -2.0 -0.5 0.28
H 3.345679 -0.547035 -0.684160 -0.4 -0.2 -2.7 0.25
C -0.570801 0.301918 3.112613 3.0 -3.3 3.4 -1.27
C -1.050967 1.016858 -0.587436 -1.1 1.2 3.9 -0.59
C -2.404876 1.277275 -0.450523 -0.8 -0.2 -0.7 -0.37
C -0.374945 0.823033 0.622975 1.9 -0.1 0.0 -0.25
C -1.037620 0.847809 1.904707 0.6 1.5 -3.4 0.97
C -3.038026 1.381626 0.788851 0.7 0.3 -0.8 -0.58
C -2.300222 1.344139 1.961852 -1.8 -0.9 0.9 -0.51
H -0.659688 1.359573 -1.483252 1.4 -0.4 -1.6 0.51
H -2.878483 1.418836 -1.428578 -0.7 0.0 0.7 0.32
H 0.766771 0.722435 0.522251 -1.8 -0.1 0.8 0.33
H -4.083492 1.414216 0.866759 -1.3 0.6 -0.2 0.39
H -0.324867 -0.795481 2.925233 -0.2 1.1 0.3 0.24
H -1.263872 0.272338 3.954826 -0.5 0.2 -0.5 0.36
H -2.746435 1.395327 3.017155 0.2 0.1 -2.0 0.24
H 0.331098 0.656546 3.639523 0.1 0.4 -0.8 0.29
```
Positions in Å, forces in eV/Å.

As for the SMILES: Cc1ccccc1.CCC. As for the HOMO energy: -8.69 eV.

| no. | LUMO level (eV) |
| --- | --- |
| 1 | 0.97 |
| 2 | 1.04 |
| 3 | 0.95 |